The following is a quantum chemistry calculation of a cluster of 19 separate species, C114H95N19O38 in total in a non-equilibrium geometry, from the Open Molecules 2025 dataset.

Last column: Mulliken charge in e.
Element x y z (Å)
O  5.610  -2.610  -1.124  -0.578
H  6.457  1.134  -5.166  0.585
C  -5.172  -6.915  5.694  -0.591
H  1.092  -5.903  2.179  0.523
C  -3.310  -7.605  4.307  -0.393
C  -2.824  5.802  0.865  -0.548
C  -3.035  -7.156  0.037  -0.911
H  -6.150  -0.139  5.904  0.593
H  -8.346  -3.621  2.953  0.510
H  -1.794  5.644  -1.043  0.501
C  -7.821  0.301  -3.800  -0.741
H  -4.984  -0.541  3.710  0.099
C  -3.421  -6.077  -0.799  0.516
O  -7.589  3.179  3.313  -0.658
C  4.727  8.001  1.546  -0.846
H  6.335  4.097  -1.396  0.823
H  1.858  -0.228  -5.862  0.675
H  4.250  10.085  1.472  0.298
C  1.551  -8.338  -4.292  0.132
H  -6.023  -7.158  6.346  0.416
O  2.450  5.655  5.103  -0.577
C  2.616  -4.810  -1.256  -0.337
O  3.276  6.725  -3.021  -0.229
C  -5.172  1.814  1.071  0.846
O  3.745  -8.376  -5.284  -0.605
H  -4.361  -4.766  2.061  0.636
H  0.697  3.658  -3.827  -0.323
H  -3.919  -2.633  0.874  0.239
C  -5.111  -0.316  5.828  -0.549
C  -0.301  -1.502  -0.941  0.590
C  3.439  -2.302  2.399  -0.426
H  1.819  5.418  -1.481  0.000
H  -4.798  -8.948  5.073  0.443
C  -8.031  -1.021  -3.503  -0.713
H  -0.017  -11.289  -3.754  0.373
O  6.443  -0.663  -0.774  -0.601
N  7.591  5.207  3.085  1.085
H  2.553  -3.178  5.581  0.489
O  -1.463  -4.738  3.279  -0.401
C  4.374  -1.511  -4.887  -0.485
C  -1.974  5.197  -0.069  -0.505
C  1.666  -0.307  -1.629  -0.687
C  4.224  9.127  0.893  -0.537
H  0.525  0.951  1.307  -0.723
C  -3.170  5.085  2.051  -0.972
O  0.980  7.824  -1.292  -0.623
C  4.531  -1.803  -3.521  0.020
H  3.143  -4.431  -2.121  0.477
N  -1.657  -5.907  3.515  1.179
C  2.872  -5.476  1.085  0.533
H  -2.823  -8.404  3.767  0.522
H  -1.090  -7.344  -2.517  0.157
H  -8.566  0.927  -4.263  0.437
O  -1.641  -3.217  -0.093  -0.001
N  3.461  7.824  -2.559  1.195
H  -3.034  -4.346  5.244  0.274
C  7.327  3.069  4.391  -0.777
C  -2.845  -6.322  4.324  -0.196
C  0.200  -10.241  -3.855  -0.733
C  0.815  1.954  4.359  -0.267
C  -0.488  -7.998  -3.161  0.338
H  4.278  -2.011  1.755  0.599
O  3.085  2.529  -3.157  -0.446
H  6.866  0.552  -2.805  0.371
H  5.121  5.961  -5.825  0.472
N  -1.184  -2.692  -1.090  1.074
C  1.219  -3.201  3.868  -0.607
C  -4.449  -0.551  7.041  -0.715
C  -4.496  2.106  -0.111  -0.101
H  -6.119  4.846  -1.070  0.560
C  4.631  6.773  0.826  -0.296
H  3.809  -2.216  -5.515  0.486
H  -4.265  3.430  -1.800  0.615
H  0.313  -3.414  4.493  0.050
C  7.118  1.674  4.436  -0.480
N  -6.826  2.395  2.868  1.014
H  0.151  -2.961  1.936  -0.057
O  -2.296  1.876  -2.863  -0.598
C  -2.661  3.814  2.231  -0.053
O  -3.860  3.516  4.231  -0.700
C  3.439  -5.161  -0.158  -0.912
H  0.893  -6.415  -3.812  0.642
O  -0.320  7.997  0.377  -0.700
C  0.694  6.617  -5.312  0.180
C  -4.429  -0.457  4.632  0.153
O  -4.910  -6.785  -4.525  -0.602
H  -4.259  -5.491  -2.618  1.071
N  3.701  -5.943  2.254  1.264
C  6.680  5.761  -4.291  -0.716
C  4.588  4.574  -4.272  -0.175
C  7.307  3.718  3.155  -0.111
C  1.636  0.489  -0.459  -0.320
C  0.646  -7.463  -3.776  -0.482
O  4.983  -3.195  5.441  -0.627
H  -4.735  0.980  1.702  0.210
N  -4.469  -7.764  -3.930  0.970
N  3.197  4.764  5.150  1.230
O  4.435  2.440  -1.515  -0.494
C  -3.925  -6.308  -2.052  -0.769
H  -2.551  6.264  -4.613  0.435
N  -1.129  1.619  -3.029  0.930
H  4.530  -5.025  -0.259  0.425
C  6.126  4.369  -2.399  -0.850
H  1.249  1.404  -4.105  0.106
C  1.064  6.269  1.814  -2.482
H  2.185  5.214  -4.903  -0.303
H  -1.613  -9.745  -2.788  0.390
C  1.390  5.067  2.427  -0.134
O  1.379  8.658  -6.279  -0.630
O  4.912  -6.089  2.171  -0.680
N  -8.291  -1.206  1.600  1.198
H  4.183  -2.723  -3.078  0.250
C  -0.422  -0.609  0.153  0.478
O  3.512  8.847  -3.247  -0.719
C  1.654  1.040  3.701  -0.394
C  -0.697  -9.379  -3.170  -0.305
O  -1.120  -6.833  2.907  -0.599
C  1.767  5.269  -0.409  0.073
C  -7.181  -2.241  1.686  -0.351
N  2.816  -7.689  -4.931  1.051
C  1.123  5.417  -4.802  -0.360
O  -1.150  -0.942  3.383  0.087
C  -0.680  6.914  -5.257  -0.812
H  6.742  -0.089  3.236  0.675
H  7.063  3.444  1.014  0.697
C  -4.116  -7.598  -2.513  -0.109
C  0.586  0.623  -4.424  -0.302
H  -2.521  -0.953  7.926  0.436
H  7.873  5.590  -2.552  0.543
H  2.546  -0.142  -2.242  -0.515
C  1.220  6.297  0.432  1.161
C  -1.760  3.243  1.331  -0.591
C  -3.479  -5.327  5.061  0.082
C  0.254  4.535  -4.267  1.083
H  -0.211  1.739  4.492  0.866
H  7.404  6.402  -4.824  0.375
C  -4.889  -2.869  1.338  0.229
O  -4.731  -3.129  -1.990  -0.400
H  -3.274  -5.043  -0.479  0.246
O  -1.367  -3.117  -2.181  -0.591
C  2.182  -2.459  1.811  0.339
O  -2.480  2.032  3.720  -0.453
O  -0.225  2.138  -2.378  0.383
C  1.402  -9.717  -4.365  -0.814
C  -3.267  -8.439  -0.460  -0.385
N  4.871  -2.526  4.424  1.015
H  -1.830  -2.184  -5.320  0.562
C  -6.166  2.661  1.540  -0.184
H  4.981  8.074  2.587  0.535
C  2.720  3.394  4.722  -0.284
O  7.494  5.834  4.092  -0.599
C  -3.820  -8.711  -1.710  -0.938
H  -1.309  -0.690  0.828  -1.441
C  -1.537  5.953  -4.721  -0.856
O  4.370  4.946  5.410  -0.680
C  1.831  4.003  1.614  1.312
C  -1.420  3.964  0.202  1.104
H  2.406  3.268  -0.350  -0.653
N  4.060  2.909  -2.535  1.369
H  -3.866  5.541  2.743  0.593
H  3.417  9.984  -0.915  0.598
O  7.921  5.661  1.974  -0.598
C  0.896  -0.307  -5.436  -0.605
O  3.066  -6.316  3.204  -0.625
H  0.402  -2.082  -6.448  0.470
H  -5.143  -4.957  6.392  0.490
C  5.872  0.343  -4.777  -0.441
N  0.628  7.503  -0.191  1.198
H  -7.404  4.327  1.070  0.488
H  1.991  3.075  2.167  -0.838
H  -2.710  -6.908  1.036  0.480
C  -7.004  -1.804  -2.890  -0.582
H  -4.185  -9.702  -1.948  0.461
H  -6.487  1.988  -3.614  0.427
C  -3.079  -0.819  7.005  -0.842
C  0.586  0.330  0.416  1.543
C  -7.423  -3.385  2.467  -0.964
C  2.072  4.083  0.247  0.168
H  -6.566  -5.244  3.199  0.435
O  -3.565  -1.377  -1.733  0.002
H  1.305  4.934  3.520  0.542
H  0.820  -1.888  -2.760  0.471
H  0.706  7.145  2.315  0.744
N  1.704  7.508  -6.112  1.136
C  -5.829  4.042  -0.435  -1.262
H  0.543  -4.665  -1.925  1.184
C  0.753  -1.358  -1.831  -0.327
C  1.227  -5.012  -1.167  -1.287
H  -0.926  3.377  -0.567  -0.209
C  -5.147  -4.066  2.008  -1.056
C  -1.631  -0.392  -4.307  -0.167
C  -4.666  -5.633  5.730  -0.571
H  3.658  4.410  -4.771  0.527
H  -7.140  -2.828  -2.581  0.616
O  2.663  6.968  -6.565  -0.607
C  3.010  1.327  3.482  -0.636
C  3.565  -2.631  3.727  -0.363
C  -0.729  0.562  -3.933  0.311
C  -6.557  3.733  0.695  -0.858
C  5.074  -0.440  -5.505  -0.897
H  -4.611  0.604  -2.662  0.120
H  -1.308  -1.238  5.856  0.499
C  5.447  5.505  -4.906  -0.476
H  -3.175  -9.298  0.192  0.429
C  -6.557  0.906  -3.494  -0.634
N  -3.037  3.062  3.491  1.247
O  -4.111  -8.785  -4.535  -0.571
N  5.912  -1.499  -1.434  1.008
C  3.792  9.113  -0.439  -0.822
C  4.915  3.978  -3.033  0.056
C  -6.403  -4.287  2.673  -0.816
H  -3.393  6.705  0.582  0.448
H  -3.627  1.502  -0.417  0.058
H  1.294  0.037  3.346  0.229
C  6.999  5.231  -3.021  -0.576
C  0.709  -5.373  0.074  -0.362
H  7.272  1.050  5.343  0.390
N  -4.599  -1.951  -2.048  0.600
H  5.055  5.891  1.322  0.504
H  -1.855  4.055  -3.792  0.507
C  5.503  -1.052  -2.847  0.330
H  4.650  2.726  3.895  -0.243
H  4.981  -0.302  -6.560  0.521
C  6.689  1.672  2.083  -0.329
C  -4.797  3.228  -0.872  -0.262
H  -8.958  -1.511  -3.722  0.457
H  -0.369  -5.444  0.239  0.495
H  0.763  3.736  5.513  0.389
C  -5.587  0.159  -2.904  0.444
O  2.846  -6.477  -4.965  -0.618
C  0.051  -1.356  -5.743  -1.307
O  -9.136  -1.205  2.457  -0.641
H  6.462  1.127  1.159  0.491
H  7.665  3.549  5.269  0.586
O  -8.230  -0.415  0.682  -0.608
O  5.766  -1.848  3.965  -0.651
H  -4.974  -0.640  8.017  0.376
C  -1.136  4.727  -4.252  -0.673
C  7.002  3.018  2.004  -0.433
H  -5.626  -1.094  0.575  0.624
C  3.851  7.918  -1.118  -0.439
C  6.795  0.989  3.276  -0.524
C  6.116  0.007  -3.396  -0.484
H  -2.560  -0.412  -3.786  0.397
C  4.241  6.761  -0.518  0.996
H  2.095  -10.376  -4.801  0.517
H  -1.002  7.914  -5.563  0.466
C  -5.806  -1.176  -2.616  -0.026
C  2.450  -3.090  4.478  -0.791
H  -1.370  2.309  1.548  0.093
H  2.126  -2.189  0.742  -0.390
C  1.386  3.101  4.911  -0.639
H  3.649  0.557  3.083  0.557
C  -3.089  -0.817  4.642  -0.040
H  4.182  5.882  -1.159  -0.220
H  2.445  1.131  -0.197  0.423
O  -2.956  -0.668  2.305  0.216
N  -2.359  -0.866  3.366  0.446
C  1.077  -2.956  2.462  1.310
C  -4.466  -7.932  5.019  -0.642
C  -5.957  -1.953  1.156  0.620
C  3.573  2.503  4.012  0.617
C  -1.152  -1.405  -5.135  -0.494
C  1.516  -5.661  1.182  -0.856
C  -2.353  -1.002  5.814  -0.546
O  -6.485  1.351  3.400  -0.487

Computed properties:
Charge: 0
Highest occupied orbital energy in eV: -9.41
LUMO in eV: -1.22
Total energy in a.u.: -8298.8016
Energy relative to the best compared isomer or geometry (same formula, charge and spin) in kJ/mol: 184.5